DFT (the ωB97M-V functional and the def2-TZVPD basis) results for 7 unconnected molecules or ions with the total composition C57H62BI3N12O14 in a non-equilibrium geometry.

Last column: Löwdin charge in e.
Cartesian coordinates (Å):
C 6.158 -8.589 -3.160  0.00
C -1.901 0.584 -3.419  0.06
H -2.586 7.428 10.557  0.12
C -2.851 7.401 9.506  0.00
O -3.115 1.620 2.715  0.07
C -6.000 -0.377 -0.163  -0.20
H -6.886 2.209 3.585  0.12
H -3.888 -3.344 -0.368  0.07
H -3.720 5.247 7.004  0.11
H 6.315 -7.516 -3.211  0.11
C 4.818 -10.557 -3.614  0.00
C -5.191 1.081 -2.290  -0.20
C 1.914 0.787 -2.966  -0.19
H 5.194 4.490 -0.524  0.08
H 3.215 -3.700 -1.473  0.09
C -12.524 5.567 8.826  -0.07
C -2.898 8.590 8.785  -0.07
H -7.703 2.742 5.849  0.08
C 12.890 -2.289 -3.728  0.00
H 12.467 -5.000 -1.699  0.12
C -3.535 7.371 6.800  -0.06
H -2.465 -0.782 -0.981  0.12
C -0.412 1.129 -3.384  -0.11
C -4.384 2.495 6.532  -0.07
C 14.345 -4.076 -2.155  -0.07
O -3.298 3.905 9.003  0.05
C -3.488 6.177 7.512  0.01
H -4.310 1.283 -1.569  0.11
N -4.606 -1.640 2.260  0.10
C -0.099 2.599 -3.747  -0.15
C 5.652 -5.319 -6.076  -0.08
C -6.642 2.588 5.680  -0.06
C -4.812 2.095 4.200  -0.15
O -8.067 3.474 8.981  0.08
H -3.691 2.578 7.363  0.08
H -3.426 4.986 -5.129  0.09
C -4.408 4.722 -2.168  -0.19
H 3.060 3.038 -1.016  0.12
C -6.100 -0.147 -1.778  -0.17
C 7.889 -4.915 -4.456  0.00
H -3.875 3.830 -1.665  0.08
H 16.077 -2.967 -2.781  0.11
I -6.009 6.225 -4.335  0.72
H -9.400 5.200 10.088  0.12
H -11.292 3.159 6.784  0.12
H 8.022 -8.941 -2.148  0.11
C -3.141 6.199 8.862  -0.14
H -13.431 6.141 8.991  0.11
N -4.316 1.801 2.854  -0.34
C -3.909 4.013 -4.731  -0.26
C 14.272 -2.166 -3.630  -0.07
C 4.832 4.308 -1.596  -0.11
H 4.667 2.092 -1.479  0.10
C 2.588 -1.729 -2.373  -0.73
H -3.668 5.603 -2.266  0.08
C -3.126 1.461 -3.820  -0.06
C -10.255 5.033 9.442  0.00
H -5.370 -0.963 2.425  0.03
C -4.646 0.897 -3.814  -0.12
H -6.111 2.937 7.734  0.09
H 14.916 -4.770 -1.546  0.11
H 8.752 -4.747 -3.818  0.07
O 10.196 -2.679 -3.884  0.08
I 2.240 -2.500 -4.424  0.80
H -6.795 -2.187 0.585  0.11
C 3.738 -2.707 -1.759  -0.20
H -5.835 3.587 -3.613  0.06
H 6.812 -6.812 -7.082  0.12
H 5.786 4.235 -2.251  0.09
C -3.910 2.191 5.260  0.01
N 10.791 -3.459 -3.155  -0.32
H -7.199 0.171 -1.960  0.11
H -2.847 2.037 5.111  0.12
C 12.963 -4.205 -2.245  0.00
C 12.243 -3.312 -3.037  -0.14
C 7.124 -9.390 -2.560  -0.06
H 12.336 -1.587 -4.343  0.12
C 5.006 -9.178 -3.678  -0.14
C -10.215 4.090 8.416  -0.14
H -3.801 7.365 5.748  0.11
H -1.138 4.585 -4.490  0.10
C 5.791 -11.352 -3.015  -0.07
C 6.800 -6.074 -6.287  -0.01
O -2.780 5.001 10.797  0.08
H 4.479 -2.995 -2.601  0.01
C -11.317 3.887 7.588  0.00
H 14.785 -1.375 -4.167  0.11
N 3.559 2.782 -3.180  -0.05
C 6.939 -10.768 -2.486  -0.07
H 5.653 -12.426 -2.957  0.11
C 14.997 -3.061 -2.849  -0.07
H -5.859 2.025 -2.225  0.10
H 6.707 -3.417 -3.465  0.10
N -3.069 4.942 9.610  -0.33
C -5.746 2.695 6.741  -0.05
C 7.912 -5.871 -5.470  -0.15
C -2.798 2.959 -4.240  -0.10
H -0.944 -2.593 -3.077  0.09
O -5.132 1.756 1.940  0.03
C -4.803 -2.173 1.059  -0.45
H 3.927 -11.024 -4.020  0.12
O 2.963 -8.880 -4.704  0.08
H -3.266 9.503 6.874  0.11
C 6.736 -4.162 -4.254  -0.06
N -3.826 -3.212 0.651  0.07
C 3.942 2.955 -1.738  -0.27
C 2.155 2.288 -3.305  -0.20
O 10.061 -6.498 -4.916  0.06
N 3.976 -8.334 -4.288  -0.33
N -9.003 3.293 8.214  -0.31
O 4.188 -7.131 -4.342  0.07
C -11.416 5.773 9.643  -0.06
C -3.236 8.574 7.435  -0.07
H -2.879 -2.871 0.878  0.08
I 4.671 -0.310 -4.145  0.77
H -5.296 5.046 -1.498  0.08
H -5.314 1.438 -4.578  0.11
H -4.468 3.569 -5.643  0.12
C 3.135 -0.187 -2.549  -0.65
H -4.684 -0.218 -4.099  0.12
H 3.598 0.090 -1.533  0.09
H 7.692 -11.390 -2.013  0.11
H 4.778 -5.473 -6.701  0.11
O -2.879 -1.226 -1.760  0.07
C -6.177 2.287 4.404  0.00
H -13.341 4.474 7.164  0.11
H -11.459 6.507 10.440  0.11
B -2.121 -0.985 -2.967  -0.51
O 9.107 -7.498 -6.584  0.07
O -1.572 -2.110 -3.675  0.07
H -5.134 0.212 0.299  0.09
O 10.255 -4.358 -2.518  0.05
N 0.618 0.198 -3.004  0.11
H 3.546 3.751 -3.564  0.10
H 1.640 -1.781 -1.733  0.09
N -5.921 -1.855 0.144  -0.02
N 1.187 3.249 -3.724  0.13
O -8.997 2.486 7.292  0.05
H -5.924 -1.133 -2.330  0.11
C -12.475 4.629 7.799  -0.06
C -5.006 4.381 -3.616  -0.74
H 4.277 5.248 -1.934  0.07
H -2.667 9.530 9.275  0.11
H -6.984 -0.014 0.318  0.12
H 4.313 -2.235 -0.891  0.08
C 5.619 -4.368 -5.060  -0.09
H 4.718 -3.784 -4.894  0.00
C -1.333 3.495 -4.194  0.05
N 9.116 -6.681 -5.672  -0.34

Results
Electronic energy: -131617.20417 eV
E_HOMO: -8.11 eV
Spin multiplicity: 1
Total charge: 0
Orbital gap: 7.08 eV